Molecular formula: C15H17N5O5S
Method: DFT, the ωB97M-V functional and the def2-TZVPD basis

Each line ends with the Löwdin charge.
Positions of all 43 atoms, in Å:
C (3.661, -1.075, -3.823)  -0.083
O (4.163, -0.695, -2.562)  -0.084
C (3.351, -0.825, -1.479)  -0.277
C (2.044, -1.304, -1.518)  -0.032
C (1.302, -1.376, -0.352)  -0.042
C (1.841, -0.974, 0.867)  -0.218
N (1.001, -1.042, 1.986)  0.122
C (1.211, -0.570, 3.233)  -0.542
O (2.247, -0.122, 3.671)  0.066
C (-0.054, -0.651, 4.095)  -0.338
S (-1.055, 0.861, 3.899)  1.035
C (-1.814, 0.590, 2.354)  -0.561
N (-1.700, -0.555, 1.737)  -0.009
N (-2.215, -0.711, 0.527)  0.102
C (-2.863, 0.242, -0.059)  -0.215
C (-3.336, 0.046, -1.462)  -0.102
C (-2.518, 0.926, -2.428)  -0.074
C (-1.059, 0.544, -2.366)  -0.528
O (-0.476, -0.103, -3.193)  0.108
O (-0.469, 0.994, -1.253)  0.107
C (-3.123, 1.524, 0.578)  -0.352
O (-3.769, 2.460, 0.145)  0.084
N (-2.538, 1.617, 1.850)  -0.069
N (-2.614, 2.834, 2.511)  0.100
C (3.153, -0.508, 0.910)  0.003
C (3.893, -0.437, -0.251)  0.010
H (3.426, -2.144, -3.854)  0.097
H (4.459, -0.862, -4.532)  0.093
H (2.770, -0.500, -4.094)  0.095
H (1.586, -1.613, -2.444)  0.100
H (0.288, -1.750, -0.389)  0.114
H (0.048, -1.329, 1.768)  0.096
H (-0.682, -1.505, 3.853)  0.081
H (0.227, -0.655, 5.148)  0.086
H (-4.383, 0.347, -1.533)  0.126
H (-3.233, -1.005, -1.730)  0.128
H (-2.630, 1.972, -2.138)  0.121
H (-2.878, 0.782, -3.445)  0.127
H (0.448, 0.664, -1.195)  0.109
H (-3.026, 2.739, 3.435)  0.092
H (-3.174, 3.450, 1.917)  0.101
H (3.580, -0.201, 1.849)  0.103
H (4.908, -0.076, -0.233)  0.120

Properties
SMILES: COc1ccc(NC(=O)CSc2nnc(CCC(=O)O)c(=O)n2N)cc1
ΔE to the lowest compared entry with this formula, charge and spin (eV): 0.2606
E_HOMO (eV): -7.96
Total energy (Eh): -1629.9755
Largest force on an atom (eV/A): 1.184
LUMO level (eV): -0.07

=====

Molecular formula: C41H55BrF23I2N2O20PS
Method: DFT, the ωB97M-V functional and the def2-TZVPD basis

Each line ends with the Löwdin charge.
Positions of all 146 atoms, in Å:
C (2.506, 2.535, 2.078)  0.140
C (2.832, 3.000, 0.768)  0.032
C (2.962, 3.684, -0.755)  -0.381
F (3.084, 5.130, -0.527)  -0.037
O (1.849, 3.190, -1.520)  -0.097
C (1.233, 4.106, -2.471)  -0.474
N (0.289, 5.045, -1.712)  0.099
C (2.216, 4.840, -3.542)  -0.128
C (1.863, 6.453, -3.805)  -0.644
O (1.144, 6.914, -4.829)  -0.155
I (2.655, 8.024, -2.431)  0.771
C (0.165, 3.110, -3.308)  -1.006
Br (1.367, 1.623, -4.032)  0.758
I (-0.785, 4.012, -5.020)  1.124
O (-0.632, 2.478, -2.283)  -0.294
C (-2.058, 2.398, -2.490)  -0.433
C (-2.804, 3.782, -1.992)  -0.212
C (-4.440, 3.721, -1.987)  -0.210
C (-4.937, 4.230, -0.507)  -0.185
C (-4.948, 5.853, -0.295)  -0.212
O (-4.110, 6.618, -1.230)  -0.274
C (-2.905, 7.173, -0.553)  -0.118
P (-2.661, 1.051, -1.197)  0.798
N (-3.039, -0.333, -2.016)  -0.359
S (4.597, 2.965, -1.436)  0.929
O (5.062, 1.800, -0.498)  -0.331
O (5.672, 4.083, -1.311)  -0.321
F (4.450, 2.341, -3.026)  -0.245
H (2.153, 1.951, 3.054)  0.091
H (-0.445, 5.442, -2.336)  0.053
H (0.785, 5.866, -1.312)  0.042
H (3.371, 4.857, -3.233)  0.122
H (2.222, 4.361, -4.632)  0.112
H (-2.438, 1.974, -3.510)  0.122
H (-2.453, 3.954, -0.866)  0.119
H (-2.494, 4.744, -2.582)  0.076
H (-4.858, 4.447, -2.816)  0.114
H (-4.888, 2.650, -2.208)  0.111
H (-4.251, 3.761, 0.351)  0.107
H (-6.016, 3.817, -0.320)  0.115
H (-4.541, 6.106, 0.798)  0.127
H (-6.046, 6.265, -0.390)  0.132
H (-3.261, 8.191, -0.044)  0.113
H (-2.037, 7.378, -1.340)  0.099
H (-2.441, 6.448, 0.248)  0.098
H (-3.793, 1.512, -0.427)  0.008
H (-1.554, 0.721, -0.321)  0.012
H (-4.041, -0.582, -1.818)  -0.052
C (3.881, -1.203, 1.033)  -0.059
C (2.778, -1.291, -0.005)  -0.204
O (2.149, -2.581, 0.038)  0.016
C (1.178, -2.748, 0.993)  -0.317
O (0.841, -1.872, 1.785)  0.136
C (0.560, -4.141, 0.894)  -0.455
F (1.494, -5.123, 0.732)  0.147
F (-0.293, -4.250, -0.165)  0.149
F (-0.160, -4.485, 1.999)  0.096
H (4.594, -2.024, 0.907)  0.085
H (4.416, -0.253, 0.950)  0.060
H (3.477, -1.286, 2.046)  0.076
H (3.207, -1.181, -1.007)  0.130
H (2.041, -0.490, 0.119)  0.120
C (3.998, -4.189, -7.254)  -0.064
C (4.428, -2.773, -6.919)  -0.212
O (3.405, -1.835, -7.288)  0.009
C (2.384, -1.671, -6.386)  -0.323
O (2.311, -2.274, -5.319)  0.142
C (1.397, -0.614, -6.878)  -0.492
F (1.088, -0.755, -8.200)  0.142
F (1.888, 0.651, -6.736)  0.062
F (0.210, -0.639, -6.208)  0.120
H (3.716, -4.266, -8.309)  0.084
H (4.805, -4.897, -7.050)  0.083
H (3.121, -4.483, -6.669)  0.078
H (5.320, -2.514, -7.500)  0.126
H (4.693, -2.670, -5.861)  0.126
C (-1.207, -6.764, 1.234)  -0.059
C (-1.907, -6.935, -0.101)  -0.196
O (-1.808, -8.295, -0.551)  0.015
C (-2.724, -9.172, -0.028)  -0.324
O (-3.591, -8.853, 0.781)  0.134
C (-2.538, -10.565, -0.627)  -0.471
F (-1.228, -10.944, -0.686)  0.139
F (-3.012, -10.642, -1.904)  0.142
F (-3.181, -11.539, 0.076)  0.139
H (-0.171, -7.112, 1.172)  0.090
H (-1.210, -5.715, 1.541)  0.054
H (-1.695, -7.356, 2.014)  0.080
H (-1.414, -6.314, -0.856)  0.119
H (-2.954, -6.613, -0.053)  0.130
C (-6.590, 7.749, -7.273)  -0.064
C (-6.442, 6.469, -8.074)  -0.210
O (-5.489, 5.593, -7.452)  0.010
C (-5.961, 4.821, -6.422)  -0.318
O (-7.122, 4.850, -6.022)  0.147
C (-4.861, 3.905, -5.888)  -0.464
F (-3.668, 4.549, -5.731)  0.028
F (-4.617, 2.855, -6.724)  0.149
F (-5.160, 3.364, -4.674)  0.117
H (-5.615, 8.225, -7.126)  0.084
H (-7.253, 8.452, -7.785)  0.084
H (-6.998, 7.548, -6.278)  0.078
H (-6.056, 6.703, -9.071)  0.127
H (-7.406, 5.965, -8.212)  0.127
C (-4.775, -7.287, 4.730)  -0.057
C (-3.771, -7.369, 5.864)  -0.209
O (-2.767, -6.353, 5.723)  0.007
C (-3.099, -5.107, 6.190)  -0.322
O (-4.181, -4.835, 6.702)  0.145
C (-1.928, -4.140, 6.023)  -0.462
F (-1.328, -4.243, 4.802)  0.139
F (-0.947, -4.358, 6.947)  0.132
F (-2.291, -2.834, 6.156)  0.146
H (-4.265, -7.331, 3.762)  0.076
H (-5.494, -8.108, 4.789)  0.086
H (-5.325, -6.342, 4.757)  0.079
H (-3.253, -8.334, 5.827)  0.127
H (-4.260, -7.304, 6.843)  0.126
C (6.087, 6.453, 1.382)  -0.056
C (5.602, 6.788, 2.781)  -0.208
O (5.853, 5.693, 3.675)  0.009
C (7.118, 5.619, 4.199)  -0.322
O (8.013, 6.419, 3.940)  0.144
C (7.232, 4.443, 5.168)  -0.471
F (6.655, 3.304, 4.686)  0.138
F (6.622, 4.701, 6.361)  0.141
F (8.522, 4.117, 5.462)  0.142
H (5.642, 5.515, 1.035)  0.063
H (5.826, 7.251, 0.681)  0.085
H (7.172, 6.316, 1.363)  0.083
H (4.518, 6.943, 2.766)  0.125
H (6.055, 7.713, 3.155)  0.126
C (1.887, -5.738, 7.396)  -0.064
C (1.402, -5.403, 8.794)  -0.213
O (1.653, -6.498, 9.689)  0.011
C (2.918, -6.572, 10.212)  -0.323
O (3.813, -5.771, 9.954)  0.143
C (3.032, -7.748, 11.182)  -0.471
F (2.455, -8.886, 10.700)  0.139
F (2.422, -7.489, 12.374)  0.142
F (4.322, -8.074, 11.476)  0.141
H (1.442, -6.675, 7.048)  0.087
H (1.626, -4.940, 6.695)  0.076
H (2.972, -5.875, 7.377)  0.079
H (0.318, -5.248, 8.779)  0.111
H (1.855, -4.478, 9.169)  0.129

Properties
ΔE to the lowest compared entry with this formula, charge and spin (eV): 12.3564
E_HOMO (eV): -8.32
Total energy (Eh): -9414.9492
Largest force on an atom (eV/A): 10.357
LUMO level (eV): -1.89

=====

Molecular formula: C5H9INS
Method: DFT, the ωB97M-V functional and the def2-TZVPD basis

Each line ends with the Löwdin charge.
Positions of all 17 atoms, in Å:
C (0.845, 0.767, 1.053)  -0.362
C (0.559, 0.451, -0.229)  -0.415
C (-1.620, 0.411, 1.346)  -0.920
C (1.360, 0.895, -1.329)  -0.033
C (-0.333, -1.894, -0.184)  -0.015
N (-0.583, -0.452, -0.356)  -0.073
S (-0.200, 0.304, 2.341)  0.943
I (-2.501, 2.155, 0.696)  1.026
H (1.799, 1.236, 1.171)  0.092
H (-2.323, -0.434, 1.402)  0.038
H (1.818, 0.231, -1.966)  0.057
H (2.327, 1.396, -0.970)  0.125
H (0.825, 1.780, -1.912)  0.152
H (0.566, -2.188, -0.702)  0.107
H (-0.021, -1.955, 0.846)  0.070
H (-1.125, -2.567, -0.314)  0.088
H (-1.391, -0.137, -0.894)  0.120

Properties
ΔE to the lowest compared entry with this formula, charge and spin (eV): 1.0637
E_HOMO (spin up / spin down) (eV): -13.10 / -13.10
Charge: +1
Total energy (Eh): -946.1864
Largest force on an atom (eV/A): 5.063
LUMO level (spin up / spin down) (eV): -5.49 / -5.49

=====

Molecular formula: C30H44BrN6O2
Method: DFT, the ωB97M-V functional and the def2-TZVPD basis

Each line ends with the Löwdin charge.
Positions of all 83 atoms, in Å:
Br (3.382, -1.756, 1.396)  -0.996
C (6.027, -4.659, -6.518)  0.027
C (6.006, -4.650, -4.993)  -0.312
O (6.873, -4.331, -4.203)  0.178
N (4.659, -5.186, -4.346)  0.100
H (4.405, -4.540, -3.612)  0.171
H (4.041, -5.176, -5.144)  0.147
C (4.722, -6.672, -3.813)  0.064
H (5.273, -3.931, -6.818)  0.097
H (5.891, -5.548, -7.134)  0.108
H (6.928, -4.200, -6.925)  0.108
H (3.688, -6.794, -3.489)  0.097
H (5.494, -6.732, -3.045)  0.110
H (4.874, -7.460, -4.550)  0.107
C (2.086, -2.721, 7.841)  0.027
C (2.261, -1.224, 8.140)  -0.280
O (2.947, -0.887, 9.137)  0.148
N (1.549, -0.212, 7.169)  0.097
H (1.309, -0.631, 6.282)  0.162
H (0.657, 0.081, 7.542)  0.175
C (2.452, 0.995, 6.928)  0.035
H (1.881, -2.892, 6.784)  0.083
H (1.183, -2.935, 8.411)  0.102
H (2.896, -3.394, 8.123)  0.111
H (2.066, 1.421, 6.002)  0.109
H (3.466, 0.625, 6.775)  0.112
H (2.568, 1.606, 7.823)  0.115
C (-5.794, -1.328, -0.251)  0.046
N (-5.479, -2.623, 0.434)  -0.065
C (-6.487, -3.287, 1.100)  0.039
C (-6.260, -4.519, 1.639)  0.066
C (-4.916, -5.022, 1.586)  -0.120
C (-3.919, -4.279, 0.957)  0.068
C (-4.257, -3.083, 0.324)  0.013
C (-4.565, -6.208, 2.385)  -0.147
C (-4.825, -6.039, 3.758)  0.051
C (-4.725, -7.144, 4.592)  0.031
N (-3.951, -8.201, 4.225)  -0.067
C (-3.417, -8.278, 2.921)  0.094
C (-3.793, -7.286, 1.964)  0.068
C (-3.842, -9.392, 5.086)  0.039
H (-6.067, -1.448, -1.300)  0.120
H (-5.007, -0.576, -0.205)  0.109
H (-6.602, -0.891, 0.336)  0.106
H (-7.472, -2.843, 1.113)  0.157
H (-7.084, -5.117, 2.000)  0.148
H (-2.887, -4.583, 1.058)  0.143
H (-3.520, -2.522, -0.232)  0.161
H (-5.284, -5.206, 4.268)  0.141
H (-4.945, -7.049, 5.645)  0.158
H (-2.845, -9.142, 2.616)  0.148
H (-3.549, -7.388, 0.917)  0.140
H (-3.681, -9.176, 6.143)  0.117
H (-3.074, -10.037, 4.660)  0.111
H (-4.819, -9.877, 5.081)  0.123
C (-2.622, 11.497, -3.883)  0.060
N (-1.475, 10.546, -3.774)  -0.069
C (-0.219, 11.032, -4.088)  0.035
C (0.895, 10.282, -3.938)  0.054
C (0.807, 8.958, -3.456)  -0.151
C (-0.479, 8.471, -3.135)  0.086
C (-1.609, 9.329, -3.298)  0.032
C (1.992, 8.167, -3.262)  -0.154
C (2.702, 7.826, -4.398)  0.063
C (3.680, 6.799, -4.344)  0.102
N (3.814, 6.049, -3.157)  -0.106
C (3.173, 6.416, -2.036)  0.033
C (2.241, 7.492, -2.009)  0.102
C (4.635, 4.882, -3.151)  0.023
H (-3.531, 11.055, -3.475)  0.113
H (-2.670, 11.752, -4.942)  0.120
H (-2.427, 12.458, -3.407)  0.119
H (-0.185, 12.090, -4.301)  0.160
H (1.841, 10.739, -4.188)  0.150
H (-0.575, 7.457, -2.776)  0.132
H (-2.626, 9.056, -3.057)  0.152
H (2.411, 8.189, -5.373)  0.145
H (4.207, 6.365, -5.181)  0.148
H (3.414, 5.831, -1.161)  0.152
H (1.521, 7.654, -1.220)  0.132
H (5.629, 5.278, -2.944)  0.132
H (4.611, 4.563, -4.193)  0.111
H (4.328, 4.114, -2.440)  0.125

Properties
ΔE to the lowest compared entry with this formula, charge and spin (eV): 1.2182
E_HOMO (eV): -13.20
Charge: +5
Total energy (Eh): -4220.7284
Largest force on an atom (eV/A): 6.422
LUMO level (eV): -10.96